{"formula": "C4H9FN", "method": "wB97M-V/def2-TZVPD", "relative_energy_kcal_mol": 77.4, "lumo_ev": -3.619, "homo_lumo_gap_ev": 9.91, "total_charge": 1, "spin_multiplicity": 1, "e_homo_ev": -13.53, "elements": ["F", "N", "C", "C", "C", "C", "H", "H", "H", "H", "H", "H", "H", "H", "H"], "positions_angstrom": [[0.88, 0.57, -0.73], [-1.23, 1.59, 1.20], [1.75, -0.09, -1.58], [-1.22, -1.34, 0.20], [2.76, -0.85, -1.14], [-2.31, -1.31, 0.74], [-3.23, -1.45, 1.20], [-0.66, 2.11, 0.58], [-0.23, -1.31, -0.14], [1.45, 0.31, -2.58], [-0.96, 0.50, 1.07], [-1.15, 1.93, 2.18], [2.81, -1.21, -0.13], [3.52, -1.05, -1.81], [-2.19, 1.59, 0.92]], "nbo_charge": [-0.4055, -0.8939, 0.2078, -0.2483, -0.4550, -0.2227, 0.2580, 0.4527, 0.2582, 0.2016, 0.4902, 0.4541, 0.2241, 0.2366, 0.4422]}